Molecular formula: C21H60N6O9
Method: DFT, ωB97M-V/def2-TZVPD

Output
**Spin multiplicity**: 1
**Energy relative to the best compared isomer or geometry (same formula, charge and spin)**: 9.3756 eV
**Maximum force**: 14.7 eV/A
**HOMO**: -8.80 eV
**Electronic energy**: -1841.55939 hartree
**Orbital gap**: 8.37 eV

Each line ends with the Mulliken charge.
Positions of all 96 atoms, in Å:
N -0.336 1.792 -0.388  0.565
C -1.306 2.630 -0.508  0.304
N -2.368 2.167 -1.142  -0.193
O -1.081 3.924 -0.150  -0.790
H 0.454 2.087 0.067  0.033
H -0.574 0.820 -0.398  -0.689
H -3.156 2.801 -1.414  0.280
H -2.435 1.169 -1.419  0.122
N 4.152 -0.379 -0.580  0.012
C 5.073 0.566 -0.589  0.221
N 4.767 1.546 -1.349  -0.152
O 6.214 0.564 0.130  -0.770
H 4.428 -1.206 -0.039  0.197
H 3.399 -0.461 -1.241  -0.052
H 5.458 2.345 -1.454  0.271
H 3.891 1.590 -1.848  0.042
N -2.604 -2.318 -2.768  -0.518
C -2.919 -1.706 -1.687  0.334
N -3.332 -0.492 -1.773  -0.412
O -2.784 -2.411 -0.501  -0.791
H -2.749 -3.310 -2.817  0.376
H -2.938 -1.949 -3.654  0.146
H -3.788 0.052 -1.012  0.461
H -3.374 0.038 -2.702  0.211
C 0.094 2.764 4.778  -1.714
C -0.713 2.832 3.514  2.365
C -1.914 1.873 3.537  -0.996
O -1.004 3.981 3.130  -0.467
H 0.345 1.737 5.027  0.306
H -0.519 3.118 5.553  0.614
H 1.014 3.333 4.666  0.331
H -0.170 2.456 2.691  -1.196
H -2.297 1.783 2.543  -0.280
H -2.733 2.311 4.239  0.420
H -1.598 0.913 3.898  0.144
H -1.257 4.504 3.915  0.396
C 2.369 3.872 1.784  -1.251
C 3.179 2.706 1.270  1.032
C 3.578 1.856 2.471  -1.391
O 2.508 1.946 0.530  -0.289
H 1.304 3.680 1.640  0.064
H 2.456 4.715 1.107  0.381
H 2.703 4.151 2.751  0.352
H 4.080 3.036 0.781  0.225
H 2.610 1.519 2.767  0.181
H 4.061 2.423 3.300  0.428
H 4.215 1.052 2.167  0.335
H 3.057 1.293 0.165  -0.324
C -6.001 -0.152 2.076  -1.756
C -4.478 0.007 1.993  0.946
C -3.683 -1.058 2.800  -1.116
O -3.959 0.051 0.917  -0.416
H -6.332 -1.070 1.680  0.437
H -6.440 0.615 1.504  0.446
H -6.220 -0.090 3.143  0.360
H -4.264 0.990 2.517  0.030
H -3.835 -0.935 3.871  0.432
H -2.609 -1.128 2.731  0.099
H -3.967 -2.056 2.550  0.381
H -3.063 0.372 1.027  -0.087
C 0.757 -1.281 -0.290  1.909
C -0.101 -1.129 0.948  -0.706
C 0.595 -0.451 2.099  -1.412
O -1.199 -0.605 0.751  1.573
H 0.062 -1.401 -1.087  -0.799
H 1.510 -2.109 -0.263  0.693
H 1.250 -0.287 -0.457  -1.105
H -0.360 -2.143 1.239  0.525
H 0.651 0.621 1.798  -0.163
H 1.618 -0.806 2.294  0.484
H 0.062 -0.517 3.022  0.730
H -1.769 -1.295 0.382  -0.491
C -1.000 -5.080 -2.740  -1.586
C 0.157 -4.077 -2.403  1.502
C 1.588 -4.627 -2.739  -1.667
O 0.046 -2.993 -3.024  -0.489
H -1.627 -5.265 -1.836  0.324
H -0.707 -6.138 -3.043  0.382
H -1.588 -4.820 -3.619  0.408
H 0.204 -3.962 -1.288  -0.129
H 1.820 -4.935 -3.759  0.300
H 1.709 -5.548 -2.153  0.490
H 2.261 -3.915 -2.333  0.429
H -0.824 -2.609 -2.955  0.039
C 1.711 -0.848 -4.805  -1.820
C 2.363 -0.488 -3.571  0.760
C 1.687 0.646 -2.878  -0.337
O 2.372 -1.382 -2.721  -0.419
H 0.648 -1.022 -4.712  0.237
H 2.158 -1.690 -5.327  0.407
H 1.799 -0.031 -5.536  0.464
H 3.376 -0.137 -3.761  0.419
H 1.360 1.447 -3.520  0.698
H 2.379 1.194 -2.238  -0.185
H 0.800 0.372 -2.405  -0.198
H 1.630 -1.981 -2.869  0.101

Atomic forces in eV per Å
N 0.01 -2.63 -0.74
C 1.52 8.48 1.27
N -3.70 -0.35 -1.53
O -1.88 -5.53 -1.66
H 2.35 0.71 1.26
H 0.24 -0.29 0.17
H 1.44 -0.88 0.71
H 0.53 1.71 0.49
N -0.18 -2.82 1.89
C 6.49 -1.23 4.26
N 1.02 5.54 -2.98
O -5.06 -0.39 -2.92
H -0.51 0.55 -0.50
H 0.02 -0.28 -0.23
H -1.47 -1.67 0.30
H 0.45 0.16 0.03
N 0.43 -2.03 -5.16
C -0.07 -4.04 8.87
N -1.72 5.07 -1.48
O -0.49 3.41 -5.11
H 0.31 -0.48 0.78
H 0.12 0.37 0.20
H 0.46 -1.33 -0.01
H 0.06 -1.59 1.70
C 0.87 -0.86 -0.86
C 1.17 -7.99 1.32
C -0.94 1.33 2.07
O -2.47 9.14 -0.96
H 0.15 -0.15 0.00
H -0.70 0.81 1.44
H 0.00 0.17 0.20
H 1.47 -1.13 -0.84
H -0.39 0.04 -0.62
H 1.14 -0.85 -1.13
H -0.10 -0.60 0.20
H -0.12 0.20 -0.73
C -0.51 0.41 -2.06
C 4.47 3.99 5.78
C 0.70 1.36 0.98
O -6.17 -3.21 -5.34
H -0.11 -0.30 0.87
H 0.41 0.44 -0.04
H -0.20 0.35 0.93
H 0.70 0.65 -0.31
H -0.51 -0.71 0.87
H -0.25 -0.41 -0.57
H 0.40 -0.66 -0.09
H 0.83 -1.67 -0.66
C 1.89 -0.12 0.81
C -3.51 0.08 13.11
C -1.00 -0.25 2.03
O 4.62 1.15 -13.91
H -0.38 -1.39 -0.40
H -0.76 1.19 -0.43
H -0.44 0.08 -0.23
H -0.66 -0.57 0.32
H -0.32 -0.09 0.26
H 0.45 0.95 -0.68
H -0.71 -0.82 -0.34
H 0.64 -0.09 -0.39
C 1.48 1.26 0.51
C 8.16 -5.83 2.98
C 1.32 1.08 -0.63
O -9.17 5.28 -2.27
H -0.34 -0.47 -0.97
H -0.68 0.80 0.04
H -0.02 -1.08 0.01
H 0.83 -1.11 0.59
H 0.19 -0.59 0.50
H -0.26 0.06 -0.28
H -0.63 -0.11 0.54
H -1.15 -0.14 -0.38
C 0.24 -2.10 0.68
C 1.76 -7.86 3.03
C -1.44 -1.61 1.02
O -0.08 7.07 -4.12
H 0.06 0.43 -0.78
H 0.34 1.27 0.54
H -0.15 0.59 0.08
H -0.35 -0.04 -0.44
H -0.34 0.60 -0.20
H 0.11 0.15 0.03
H 1.00 0.61 -0.01
H -0.59 0.44 0.14
C -0.61 0.42 -3.50
C 0.51 7.38 -3.98
C 0.49 3.22 -1.49
O 1.05 -8.95 6.56
H -0.37 -0.23 0.31
H 0.09 -0.40 0.27
H -0.06 -0.02 0.19
H 0.58 -0.04 -0.49
H -0.04 0.47 -0.79
H -0.55 -0.42 0.60
H -1.14 -0.72 1.14
H -0.25 -0.35 0.40